C78H76F4HfN5O4STe | wB97M-V/def2-TZVPD

```
! wB97M-V def2-TZVPD RIJCOSX def2/J DEFGRID3
* xyz -2 2
Hf -0.792 -0.539 0.060
C -0.818 3.112 -1.682
C 0.300 2.247 -2.257
N 0.006 0.818 -2.433
C 1.277 0.132 -2.872
C 1.302 -0.484 -4.268
C -1.155 0.590 -3.269
C -2.529 0.730 -2.588
N -2.568 0.442 -1.154
C -3.695 0.848 -0.546
C -3.683 0.872 0.935
F -2.380 0.885 1.423
C -4.743 1.536 1.807
F -5.699 2.517 3.714
C -5.860 2.100 1.017
C -5.914 1.876 -0.302
F -6.999 2.311 -0.990
C -4.896 1.260 -1.086
F -5.190 1.134 -2.418
H -0.372 4.030 -1.292
H -1.294 2.592 -0.855
H -1.563 3.392 -2.427
H 1.139 2.307 -1.563
H 0.610 2.672 -3.229
H 1.721 -0.071 -0.845
H 2.014 0.939 -2.939
H 0.589 -1.289 -4.426
H 2.299 -0.901 -4.424
H 1.119 0.288 -5.020
H -1.089 -0.418 -3.649
H -1.166 1.261 -4.146
H -3.205 0.062 -3.129
H -2.903 1.745 -2.741
H -6.630 2.662 1.522
C 1.063 -0.973 4.716
N 1.622 -1.277 3.408
C 2.931 -1.643 3.283
C 3.472 -1.858 2.067
C 2.649 -1.658 0.923
O 3.242 -1.731 -0.213
N 1.349 -1.408 1.063
C 0.836 -1.169 2.276
O -0.361 -0.861 2.382
H 1.126 -1.847 5.367
H 0.022 -0.690 4.578
H 1.602 -0.145 5.177
H 3.488 -1.709 4.207
H 4.506 -2.136 1.928
C 0.101 2.648 2.292
C 0.828 2.026 1.089
O 1.969 2.568 0.843
N 0.218 1.091 0.437
Te 4.296 1.698 0.733
C 6.466 1.460 1.107
C 6.905 0.962 2.343
C 5.975 0.666 3.499
C 8.256 0.693 2.561
C 9.212 0.906 1.583
C 10.654 0.541 1.814
C 8.784 1.427 0.370
C 7.444 1.698 0.123
C 7.064 2.224 -1.234
C 4.486 3.804 0.365
C 4.338 4.355 -0.911
C 4.108 3.537 -2.155
C 4.406 5.740 -1.078
C 4.603 6.599 -0.012
C 4.684 8.090 -0.210
C 4.732 6.042 1.255
C 4.671 4.670 1.455
C 4.776 4.137 2.860
H 0.810 3.187 2.920
H -0.405 1.866 2.860
H -0.657 3.344 1.927
H 5.020 1.173 3.379
H 6.436 0.971 4.442
H 5.781 -0.409 3.555
H 8.561 0.299 3.527
H 10.889 0.538 2.879
H 11.324 1.239 1.309
H 10.858 -0.460 1.425
H 9.511 1.607 -0.418
H 7.932 2.257 -1.895
H 6.650 3.228 -1.148
H 6.304 1.582 -1.682
H 4.049 2.480 -1.908
H 4.920 3.693 -2.870
H 3.175 3.838 -2.632
H 4.291 6.148 -2.077
H 4.324 8.371 -1.200
H 5.716 8.439 -0.117
H 4.087 8.616 0.536
H 4.865 6.697 2.110
H 4.827 4.950 3.586
H 5.664 3.509 2.964
H 3.902 3.519 3.070
C 1.766 -0.708 -1.722
C 2.601 -1.760 -1.575
C 3.178 -2.880 -2.270
C 2.402 -4.051 -2.860
C 3.204 -4.700 -3.963
C 2.669 -5.154 -5.094
C 1.242 -5.033 -5.379
C 0.443 -4.378 -4.543
C 0.920 -3.784 -3.258
C 4.575 -3.124 -1.922
C 5.483 -2.041 -1.840
C 6.812 -2.215 -1.519
C 7.326 -3.488 -1.276
C 6.462 -4.570 -1.342
C 5.121 -4.396 -1.648
H 4.272 -4.772 -3.815
H 3.298 -5.607 -5.854
H 0.867 -5.452 -6.307
H -0.612 -4.258 -4.763
H 0.661 -2.732 -3.213
H 5.107 -1.042 -2.034
H 7.467 -1.354 -1.446
H 8.374 -3.627 -1.034
H 6.833 -5.570 -1.136
H 4.474 -5.264 -1.640
O -2.288 -2.055 1.164
S -3.625 -2.307 1.831
C -3.356 -3.500 3.148
C -4.487 -4.215 3.525
C -4.434 -5.075 4.607
C -3.240 -5.232 5.305
C -2.102 -4.554 4.890
C -2.151 -3.686 3.809
C -3.980 -0.862 2.764
C -4.631 0.029 1.785
C -4.423 2.377 3.031
C -3.409 1.986 4.032
C -3.025 0.735 4.451
C -3.263 -0.535 3.904
H -5.402 -4.065 2.964
H -5.318 -5.621 4.911
H -3.199 -5.885 6.168
H -1.170 -4.705 5.422
H -1.273 -3.152 3.466
H -5.408 -0.454 1.202
H -4.217 3.394 2.684
H -3.013 2.829 4.587
H -2.356 0.723 5.310
H -2.774 -1.356 4.414
C 1.010 -7.338 -2.257
C 2.031 -6.519 -2.004
C 1.860 -5.062 -1.736
C 0.417 -4.518 -1.957
C -0.647 -5.557 -2.138
C -0.366 -6.853 -2.273
C 0.037 -3.394 -0.998
C -0.973 -2.527 -1.126
C -2.133 -2.823 -1.996
C -3.289 -3.391 -1.436
C -4.441 -3.589 -2.176
C -4.497 -3.222 -3.515
C -3.345 -2.735 -4.111
C -2.185 -2.564 -3.370
H 1.183 -8.395 -2.429
H 3.042 -6.916 -1.981
H 2.288 -4.821 -0.756
H -1.671 -5.213 -2.155
H -1.161 -7.581 -2.391
H 0.824 -3.195 -0.279
H -3.259 -3.705 -0.403
H -5.306 -4.041 -1.703
H -5.413 -3.325 -4.083
H -3.337 -2.486 -5.166
H -1.288 -2.257 -3.887
*
```

Its HOMO energy (alpha / beta) is -0.033 / -0.055 Ha. The calculation puts the molar mass at 1561.6 g/mol. For the calculated total energy, the calculation gives -4706.13588 a.u. Its orbital gap (alpha / beta) is 4.3 / 4.9 eV. The calculation puts the LUMO energy (alpha / beta) at 3.427 / 3.426 eV. As for the expectation value of S²: 0.77. For the max |F|, the calculation gives 2.00 eV/Å.

C78H82O20 | wB97M-V/def2-TZVPD

```
! wB97M-V def2-TZVPD RIJCOSX def2/J DEFGRID3
* xyz 0 1
C -18.408 -15.662 20.025
C -19.048 -16.770 19.700
C -20.353 -16.750 19.037
O -20.879 -17.775 18.634
C -20.928 -15.469 18.782
C -20.332 -14.318 19.121
C -18.986 -14.360 19.692
O -18.428 -13.312 19.854
H -17.424 -15.553 20.372
H -18.564 -17.710 19.969
H -21.842 -15.547 18.198
H -20.687 -13.334 18.858
C -14.624 -13.872 16.483
C -13.400 -14.374 16.422
C -13.106 -15.804 16.529
O -11.965 -16.270 16.304
C -14.146 -16.662 17.056
C -15.381 -16.252 17.028
C -15.802 -14.838 16.719
O -16.960 -14.458 16.724
H -14.904 -12.867 16.639
H -12.524 -13.728 16.291
H -13.833 -17.645 17.311
H -16.303 -16.800 17.238
C -16.649 -7.638 17.982
C -15.615 -8.458 17.865
C -15.723 -9.897 18.157
O -14.917 -10.689 17.746
C -17.005 -10.406 18.797
C -18.081 -9.565 18.783
C -17.999 -8.134 18.403
O -18.892 -7.367 18.668
H -16.623 -6.595 17.735
H -14.727 -8.174 17.377
H -17.098 -11.397 19.231
H -19.060 -9.917 19.068
C -11.962 -6.993 17.754
C -11.531 -7.839 18.724
C -10.752 -7.322 19.824
O -10.266 -8.059 20.678
C -10.446 -5.902 19.877
C -10.921 -5.023 18.975
C -11.837 -5.512 17.943
O -12.431 -4.764 17.173
H -12.431 -7.369 16.842
H -11.647 -8.884 18.515
H -9.729 -5.653 20.716
H -10.719 -3.991 19.207
C -10.648 -12.633 25.004
C -11.484 -11.648 25.328
C -11.414 -10.367 24.653
O -12.015 -9.386 25.068
C -10.474 -10.224 23.500
C -9.724 -11.332 23.078
C -9.804 -12.582 23.785
O -9.151 -13.592 23.498
H -10.578 -13.580 25.597
H -12.211 -11.671 26.142
H -10.405 -9.282 22.855
H -9.039 -11.260 22.189
C -15.988 -15.377 26.165
C -16.604 -14.669 27.060
C -17.893 -13.947 26.717
O -18.350 -13.112 27.442
C -18.562 -14.163 25.425
C -17.967 -14.977 24.548
C -16.670 -15.645 24.826
O -16.072 -16.298 24.013
H -15.034 -15.940 26.327
H -16.210 -14.447 28.026
H -19.507 -13.639 25.197
H -18.441 -15.159 23.550
C -12.430 -18.189 23.259
C -12.088 -19.460 22.933
C -12.575 -20.606 23.749
O -12.427 -21.776 23.477
C -13.506 -20.249 24.883
C -13.754 -19.009 25.246
C -12.986 -17.893 24.602
O -12.850 -16.798 25.124
H -12.155 -17.336 22.700
H -11.491 -19.658 22.082
H -13.959 -21.141 25.366
H -14.429 -18.782 26.117
C -14.920 -5.962 20.985
C -13.917 -5.134 21.276
C -13.063 -5.423 22.427
O -12.241 -4.525 22.727
C -13.120 -6.720 23.141
C -14.162 -7.471 22.955
C -15.065 -7.161 21.833
O -15.931 -7.979 21.554
H -15.600 -5.803 20.153
H -13.603 -4.206 20.758
H -12.404 -7.053 23.874
H -14.472 -8.360 23.580
C -7.954 -9.914 18.670
C -9.176 -10.480 18.501
C -9.726 -10.937 17.184
O -10.919 -11.138 17.136
C -8.774 -11.032 16.086
C -7.516 -10.694 16.270
C -7.034 -9.932 17.509
O -5.986 -9.359 17.519
H -7.644 -9.463 19.570
H -9.816 -10.457 19.338
H -9.016 -11.445 15.117
H -6.839 -10.779 15.411
C -9.861 -14.559 20.215
C -8.555 -14.476 20.350
C -7.660 -14.372 19.238
O -6.521 -14.010 19.499
C -8.267 -14.309 17.910
C -9.562 -14.598 17.741
C -10.450 -14.833 18.928
O -11.646 -15.106 18.792
H -10.588 -14.569 21.050
H -8.190 -14.489 21.342
H -7.644 -14.037 17.075
H -9.986 -14.573 16.727
C -13.220 -10.368 20.878
C -12.655 -11.682 20.252
C -13.595 -12.845 20.503
C -13.486 -13.399 21.937
C -14.548 -14.524 22.074
C -14.722 -15.486 20.951
H -12.442 -9.868 21.420
H -13.949 -10.682 21.713
H -13.824 -9.835 20.185
H -12.486 -11.474 19.164
H -11.653 -11.922 20.677
H -13.379 -13.738 19.868
H -14.650 -12.597 20.396
H -12.488 -13.812 22.068
H -13.747 -12.697 22.771
H -14.319 -15.061 22.979
H -15.480 -14.030 22.336
H -15.481 -16.207 21.375
H -15.111 -14.998 20.035
H -13.806 -16.023 20.691
C -14.897 -10.790 25.204
C -16.253 -11.295 24.708
C -16.751 -10.396 23.590
C -18.202 -10.645 23.173
C -19.296 -10.105 24.208
C -20.590 -10.942 24.331
H -15.244 -9.929 25.646
H -14.215 -10.690 24.386
H -14.530 -11.477 25.999
H -16.133 -12.323 24.358
H -16.905 -11.395 25.582
H -16.171 -10.712 22.707
H -16.702 -9.284 23.671
H -18.356 -10.218 22.182
H -18.421 -11.744 23.108
H -18.810 -10.140 25.207
H -19.524 -9.064 23.978
H -21.295 -10.506 25.020
H -21.063 -11.091 23.355
H -20.337 -11.944 24.749
C -7.548 -23.721 20.532
C -8.547 -22.558 20.820
C -8.772 -21.667 19.553
C -9.761 -20.468 19.852
C -9.291 -19.410 20.794
C -9.711 -17.937 20.453
H -8.064 -24.399 19.883
H -7.188 -24.292 21.352
H -6.628 -23.415 20.101
H -9.487 -22.974 20.998
H -8.176 -21.971 21.615
H -9.242 -22.229 18.673
H -7.746 -21.230 19.240
H -10.042 -20.018 18.930
H -10.709 -20.943 20.262
H -9.599 -19.580 21.803
H -8.243 -19.341 20.793
H -9.263 -17.294 21.221
H -9.483 -17.559 19.448
H -10.863 -17.820 20.524
*
```

Its HOMO energy is -0.367 Ha. The calculation puts the molar mass at 1339.5 g/mol. For the calculated total energy, the calculation gives -4525.71725 a.u. Its orbital gap is 7.8 eV. The calculation puts the LUMO energy at -2.143 eV. For the max |F|, the calculation gives 3.75 eV/Å.